This record from the Open Molecules 2025 dataset describes 2 unconnected molecules or ions with the total composition C3H4NO at a distorted geometry. The level of theory is ωB97M-V/def2-TZVPD.

Last columns: bonded neighbours and bond lengths (Å).
Atoms and positions in Å:
1 C 2.10547 -0.52589 0.08789  C2 1.226, H6 1.059
2 C 1.50829 0.54493 0.10578  C1 1.226, H8 0.980
3 C -2.36292 0.57001 0.13613  N4 1.154, H9 1.078
4 N -1.48493 -0.08443 -0.22728  C3 1.154, O5 1.201
5 O -0.60908 -0.90552 -0.23881  N4 1.201, H7 1.202
6 H 2.75296 -1.36305 0.12863  C1 1.059
7 H 0.45623 -0.47643 0.11711  O5 1.202
8 H 1.02063 1.37355 -0.08605  C2 0.980
9 H -3.38664 0.86683 -0.02340  C3 1.078

* E_LUMO: -4.687 eV
* net charge: +1
* gap between HOMO and LUMO: 11.68 eV
* HOMO level: -16.362 eV
* electronic energy: -246.18949 a.u.
* energy above the lowest of the compared OMol25 structures with the same formula, charge and spin: 127.1 kcal/mol
* 2S+1: 1



This record from the Open Molecules 2025 dataset describes 15 unconnected molecules or ions with the total composition C52H110Br2N6O30 at a distorted geometry. The level of theory is ωB97M-V/def2-TZVPD.

Last columns: bonded neighbours and bond lengths (Å).
Atoms and positions in Å:
1 C 6.72187 -2.42817 -4.87930  C2 1.483, H8 1.090, H9 1.090, H10 1.090
2 C 5.31635 -2.25176 -4.44053  C1 1.483, O3 1.431, H11 1.090, H12 1.090
3 O 4.37658 -2.37170 -5.51327  C2 1.431, C4 1.380
4 C 4.27865 -1.40707 -6.49529  O3 1.380, O5 1.191, O6 1.297
5 O 4.99735 -0.46490 -6.61127  C4 1.191
6 O 3.20815 -1.65773 -7.18252  C4 1.297, C7 1.416
7 C 2.73799 -0.77700 -8.18679  O6 1.416, H13 1.090, H14 1.090, H15 1.090
8 H 6.70066 -3.25664 -5.58732  C1 1.090
9 H 7.38778 -2.64582 -4.04425  C1 1.090
10 H 7.11013 -1.51084 -5.32187  C1 1.090
11 H 5.07100 -1.34003 -3.89588  C2 1.090
12 H 5.17673 -3.07335 -3.73797  C2 1.090
13 H 2.41505 0.23987 -7.96364  C7 1.090
14 H 1.85134 -1.25897 -8.59868  C7 1.090
15 H 3.44370 -0.78194 -9.01748  C7 1.090
16 C -3.37025 -3.04852 8.56653  C17 1.535, H23 1.090, H24 1.090, H25 1.090
17 C -3.12628 -2.27632 7.26289  C16 1.535, O18 1.439, H26 1.090, H27 1.090
18 O -2.00887 -1.36940 7.23236  C17 1.439, C19 1.353
19 C -0.76423 -1.77630 6.89273  O18 1.353, O20 1.286, O21 1.359
20 O -0.56848 -2.88492 6.27151  C19 1.286
21 O 0.11480 -0.78070 7.18257  C19 1.359, C22 1.429
22 C 1.50634 -1.00685 6.94817  O21 1.429, H28 1.090, H29 1.090, H30 1.090
23 H -2.49287 -3.55686 8.96640  C16 1.090
24 H -4.14674 -3.80658 8.46402  C16 1.090
25 H -3.79438 -2.52796 9.42515  C16 1.090
26 H -3.97769 -1.75858 6.82113  C17 1.090
27 H -2.89548 -3.00223 6.48322  C17 1.090
28 H 2.01670 -0.09790 7.26666  C22 1.090
29 H 1.67744 -1.16382 5.88319  C22 1.090
30 H 1.84966 -1.96482 7.33872  C22 1.090
31 C 6.51442 -2.01620 -1.16209  C32 1.558, H38 1.090, H39 1.090, H40 1.090
32 C 5.40660 -0.94253 -0.94429  C31 1.558, O33 1.408, H41 1.090, H42 1.090
33 O 5.98738 0.21506 -0.39221  C32 1.408, C34 1.362
34 C 6.48181 1.23138 -1.15198  O33 1.362, O35 1.223, O36 1.378
35 O 6.56187 1.19544 -2.37225  C34 1.223
36 O 6.79692 2.31063 -0.35556  C34 1.378, C37 1.460
37 C 7.21783 3.54244 -1.01676  O36 1.460, H43 1.090, H44 1.090, H45 1.090
38 H 7.19640 -1.52303 -1.85476  C31 1.090
39 H 6.02147 -2.92180 -1.51563  C31 1.090
40 H 7.01801 -2.25409 -0.22512  C31 1.090
41 H 4.68184 -1.42509 -0.28858  C32 1.090
42 H 4.93246 -0.80257 -1.91573  C32 1.090
43 H 6.86323 4.40611 -0.45423  C37 1.090
44 H 6.85699 3.56996 -2.04493  C37 1.090
45 H 8.29781 3.61529 -0.88859  C37 1.090
46 C -0.08034 -0.14189 -3.83328  C47 1.569, H53 1.090, H54 1.090, H55 1.090
47 C 0.80747 -1.39652 -4.14922  C46 1.569, O48 1.380, H56 1.090, H57 1.090
48 O 0.90180 -2.09396 -2.96169  C47 1.380, C49 1.373
49 C 1.66841 -3.21078 -2.73489  O48 1.373, O50 1.258, O51 1.313
50 O 2.47826 -3.77229 -3.51642  C49 1.258
51 O 1.45878 -3.61943 -1.50470  C49 1.313, C52 1.435
52 C 2.37533 -4.46780 -0.79870  O51 1.435, H58 1.090, H59 1.090, H60 1.090
53 H -0.95039 -0.31058 -3.19872  C46 1.090
54 H -0.51273 0.30773 -4.72714  C46 1.090
55 H 0.51588 0.51547 -3.20043  C46 1.090
56 H 1.76795 -0.95919 -4.42183  C47 1.090
57 H 0.43201 -2.01969 -4.96088  C47 1.090
58 H 3.35876 -4.08384 -1.06988  C52 1.090
59 H 2.30284 -5.48213 -1.19110  C52 1.090
60 H 2.25264 -4.61920 0.27374  C52 1.090
61 C -0.42076 2.28068 3.87314  C62 1.529, H68 1.090, H69 1.090, H70 1.090
62 C -1.59952 2.52648 2.93064  C61 1.529, O63 1.409, H71 1.090, H72 1.090
63 O -1.34677 3.56945 2.01691  C62 1.409, C64 1.323
64 C -2.21437 4.55385 1.84872  O63 1.323, O65 1.190, O66 1.279
65 O -3.35197 4.46611 2.18535  C64 1.190
66 O -1.58192 5.51264 1.28590  C64 1.279, C67 1.421
67 C -2.20605 6.78854 1.24022  O66 1.421, H73 1.090, H74 1.090, H75 1.090
68 H -0.09605 3.17734 4.40103  C61 1.090
69 H 0.47424 1.91426 3.37034  C61 1.090
70 H -0.62706 1.58315 4.68493  C61 1.090
71 H -2.48872 2.69721 3.53749  C62 1.090
72 H -1.87668 1.62163 2.38978  C62 1.090
73 H -1.59256 7.57209 0.79550  C67 1.090
74 H -2.52506 7.12867 2.22543  C67 1.090
75 H -3.11522 6.72832 0.64197  C67 1.090
76 C -4.68073 -1.71838 3.89136  C77 1.540, H83 1.090, H84 1.090, H85 1.090
77 C -5.82787 -1.16480 3.02602  C76 1.540, O78 1.437, H86 1.090, H87 1.090
78 O -5.74291 0.26676 2.94225  C77 1.437, C79 1.350
79 C -6.24615 1.09343 3.88310  O78 1.350, O80 1.275, O81 1.340
80 O -7.03898 0.75349 4.82187  C79 1.275
81 O -5.93195 2.35958 3.57645  C79 1.340, C82 1.461
82 C -6.20944 3.47670 4.47670  O81 1.461, H88 1.090, H89 1.090, H90 1.090
83 H -4.82483 -1.46917 4.94265  C76 1.090
84 H -3.75207 -1.27135 3.53660  C76 1.090
85 H -4.77884 -2.80394 3.88454  C76 1.090
86 H -6.79977 -1.48885 3.39818  C77 1.090
87 H -5.62519 -1.59665 2.04596  C77 1.090
88 H -5.34174 4.10305 4.26965  C82 1.090
89 H -6.26829 3.18746 5.52597  C82 1.090
90 H -7.08983 3.98887 4.08850  C82 1.090
91 C 2.88410 -3.60006 2.60688  C92 1.555, H98 1.090, H99 1.090, H100 1.090
92 C 3.45142 -2.20818 2.20696  C91 1.555, O93 1.427, H101 1.090, H102 1.090
93 O 2.97409 -1.28873 3.18811  C92 1.427, C94 1.371
94 C 3.41451 0.00848 3.22846  O93 1.371, O95 1.255, O96 1.309
95 O 4.00898 0.54557 2.26239  C94 1.255
96 O 2.97452 0.50902 4.35486  C94 1.309, C97 1.439
97 C 3.29829 1.88029 4.64753  O96 1.439, H103 1.090, H104 1.090, H105 1.090
98 H 1.81152 -3.69035 2.43506  C91 1.090
99 H 3.07677 -3.95548 3.61913  C91 1.090
100 H 3.44475 -4.30637 1.99459  C91 1.090
101 H 3.06667 -2.05947 1.19803  C92 1.090
102 H 4.53530 -2.30503 2.26951  C92 1.090
103 H 3.93311 1.80668 5.53053  C97 1.090
104 H 2.47165 2.55102 4.88181  C97 1.090
105 H 3.74771 2.48324 3.85850  C97 1.090
106 C -0.76830 -7.64531 -0.36889  C107 1.553, H113 1.090, H114 1.090, H115 1.090
107 C -0.25193 -7.74461 1.09248  C106 1.553, O108 1.419, H116 1.090, H117 1.090
108 O -1.36010 -7.48928 1.94154  C107 1.419, C109 1.364
109 C -1.60141 -6.26098 2.48309  O108 1.364, O110 1.262, O111 1.350
110 O -1.12124 -5.17548 2.05356  C109 1.262
111 O -2.60697 -6.38938 3.37494  C109 1.350, C112 1.442
112 C -2.96767 -5.23895 4.16591  O111 1.442, H118 1.090, H119 1.090, H120 1.090
113 H -1.38331 -6.78339 -0.62766  C106 1.090
114 H -1.43832 -8.44811 -0.67662  C106 1.090
115 H 0.07359 -7.64336 -1.06122  C106 1.090
116 H 0.44031 -6.92242 1.27390  C107 1.090
117 H 0.36251 -8.61258 1.33167  C107 1.090
118 H -2.23353 -5.29090 4.96992  C112 1.090
119 H -3.92509 -5.35270 4.67433  C112 1.090
120 H -3.05972 -4.20030 3.84836  C112 1.090
121 C -3.54914 -3.69459 0.62315  O122 1.269, N123 1.351, H126 1.101
122 O -4.70921 -3.70156 1.13652  C121 1.269
123 N -3.32975 -3.97911 -0.67921  C121 1.351, C124 1.449, C125 1.484
124 C -1.97224 -3.96627 -1.18556  N123 1.449, H127 1.090, H128 1.090, H129 1.090
125 C -4.34781 -4.45460 -1.64870  N123 1.484, H130 1.090, H131 1.090, H132 1.090
126 H -2.61424 -3.45966 1.15511  C121 1.101
127 H -1.45981 -3.01900 -1.01765  C124 1.090
128 H -2.05403 -4.13084 -2.25996  C124 1.090
129 H -1.33997 -4.69116 -0.67285  C124 1.090
130 H -5.34888 -4.34017 -1.23294  C125 1.090
131 H -4.23195 -3.85390 -2.55083  C125 1.090
132 H -4.11142 -5.43772 -2.05575  C125 1.090
133 C 3.57729 3.26606 -2.32096  O134 1.262, N135 1.378, H138 1.101
134 O 3.52430 4.27012 -1.55880  C133 1.262
135 N 4.03533 3.23887 -3.62006  C133 1.378, C136 1.445, C137 1.455
136 C 4.10217 2.03641 -4.41887  N135 1.445, H139 1.090, H140 1.090, H141 1.090
137 C 4.55293 4.39856 -4.33066  N135 1.455, H142 1.090, H143 1.090, H144 1.090
138 H 3.35924 2.24254 -1.97882  C133 1.101
139 H 3.69525 1.97989 -5.42848  C136 1.090
140 H 3.70055 1.16746 -3.89760  C136 1.090
141 H 5.10697 1.74524 -4.72496  C136 1.090
142 H 4.56107 5.24217 -3.64047  C137 1.090
143 H 5.53909 4.26185 -4.77441  C137 1.090
144 H 3.91398 4.61207 -5.18754  C137 1.090
145 C -6.34847 1.57011 -1.46222  O146 1.215, N147 1.368, H150 1.101
146 O -6.83408 2.68399 -1.45677  C145 1.215
147 N -5.16019 1.23119 -0.87601  C145 1.368, C148 1.491, C149 1.457
148 C -4.65992 -0.17222 -0.80767  N147 1.491, H151 1.090, H152 1.090, H153 1.090
149 C -4.29033 2.16669 -0.17551  N147 1.457, H154 1.090, H155 1.090, H156 1.090
150 H -6.75438 0.69607 -1.99466  C145 1.101
151 H -3.63892 -0.17933 -1.18925  C148 1.090
152 H -5.12337 -0.72575 -1.62431  C148 1.090
153 H -4.74864 -0.62445 0.18012  C148 1.090
154 H -4.23660 1.70564 0.81072  C149 1.090
155 H -3.30902 2.25625 -0.64145  C149 1.090
156 H -4.78197 3.11597 0.03724  C149 1.090
157 C -5.28148 -1.11001 -4.68393  O158 1.207, N159 1.304, H162 1.101
158 O -6.34509 -1.57388 -4.35275  C157 1.207
159 N -4.99861 0.08025 -5.13390  C157 1.304, C160 1.451, C161 1.487
160 C -3.62481 0.53676 -5.23324  N159 1.451, H163 1.090, H164 1.090, H165 1.090
161 C -6.10977 1.04992 -5.32386  N159 1.487, H166 1.090, H167 1.090, H168 1.090
162 H -4.34794 -1.64910 -4.46013  C157 1.101
163 H -2.87300 -0.20908 -4.97513  C160 1.090
164 H -3.43744 1.46647 -4.69600  C160 1.090
165 H -3.41983 0.81932 -6.26583  C160 1.090
166 H -7.08484 0.72408 -4.96167  C161 1.090
167 H -5.85755 1.87201 -4.65405  C161 1.090
168 H -6.19819 1.49324 -6.31570  C161 1.090
169 C 2.15440 6.13554 0.57402  O170 1.212, N171 1.383, H174 1.101
170 O 2.39955 7.19675 0.04269  C169 1.212
171 N 2.83940 5.68323 1.68726  C169 1.383, C172 1.495, C173 1.466
172 C 2.67212 4.26891 2.14163  N171 1.495, H175 1.090, H176 1.090, H177 1.090
173 C 3.82494 6.44186 2.46265  N171 1.466, H178 1.090, H179 1.090, H180 1.090
174 H 1.50423 5.35692 0.14596  C169 1.101
175 H 3.49160 3.64714 1.78113  C172 1.090
176 H 1.79585 3.75987 1.74022  C172 1.090
177 H 2.53722 4.06284 3.20344  C172 1.090
178 H 3.53300 6.91692 3.39923  C173 1.090
179 H 4.72755 5.86075 2.65164  C173 1.090
180 H 4.19505 7.13484 1.70708  C173 1.090
181 C -0.49592 3.00250 -2.17385  O182 1.240, N183 1.382, H186 1.101
182 O -1.27025 2.06523 -1.93173  C181 1.240
183 N -0.85716 4.25993 -2.61882  C181 1.382, C184 1.431, C185 1.469
184 C 0.14954 5.27684 -2.65587  N183 1.431, H187 1.090, H188 1.090, H189 1.090
185 C -2.16096 4.57890 -3.21564  N183 1.469, H190 1.090, H191 1.090, H192 1.090
186 H 0.55606 2.91030 -1.86233  C181 1.101
187 H 1.07457 5.01382 -2.14279  C184 1.090
188 H -0.17122 6.23643 -2.25041  C184 1.090
189 H 0.36221 5.52948 -3.69464  C184 1.090
190 H -2.49356 5.57112 -2.91071  C185 1.090
191 H -2.18823 4.49835 -4.30232  C185 1.090
192 H -2.88373 3.82496 -2.90372  C185 1.090
193 Br 2.13560 0.35353 -0.49453  C194 1.969
194 C 0.55657 0.59256 0.65719  Br193 1.969, C195 1.565, H197 1.090, H198 1.090
195 C -0.51257 -0.50797 0.34871  C194 1.565, Br196 1.973, H199 1.090, H200 1.090
196 Br -1.41144 -0.92348 2.05494  C195 1.973
197 H 0.14279 1.56593 0.39364  C194 1.090
198 H 0.90995 0.56734 1.68800  C194 1.090
199 H -0.04933 -1.44804 0.04909  C195 1.090
200 H -1.15395 -0.23812 -0.49029  C195 1.090

* E_LUMO: 0.189 eV
* gap between HOMO and LUMO: 8.91 eV
* HOMO level: -8.722 eV
* electronic energy: -9781.00182 a.u.
* 2S+1: 1